Record 1
Density functional theory data (ωB97M-V/def2-TZVPD) for 9 unconnected molecules or ions with the total composition C24H71N5O9 at a distorted geometry.

The value obtained for the HOMO-LUMO gap is 9.31 eV. The largest force on an atom is 0.053 Eh/bohr. For the HOMO energy, the calculation gives -8.94 eV. The total charge is 0. The total energy comes out at -51912.8355 eV. Its structure (SMILES) is COC[C@H](C)N.COC[C@H](C)N.COC[C@H](C)N.COC[C@H](C)N.COC[C@H](C)N.CO.CO.CO.CO.

Positions of all 109 atoms, in Å:
C -1.49368 2.08689 5.17846
O -0.57114 2.18454 4.12342
C -0.72640 3.44240 3.49944
C -2.03255 3.59113 2.65213
C -2.39264 2.35224 1.75170
N -2.03396 4.81942 1.90226
H -2.50435 2.07358 4.87747
H -1.35321 2.96163 5.85853
H -1.25968 1.23085 5.74843
H -0.77577 4.26558 4.18819
H 0.13975 3.49254 2.80599
H -2.81284 3.61227 3.38249
H -1.59715 2.10581 1.07507
H -3.28745 2.57768 1.14226
H -2.64166 1.49525 2.33666
H -2.95949 4.91357 1.51700
H -1.40672 4.63165 1.13076
C 1.15162 -1.83743 6.14263
O 0.82662 -1.62543 4.73951
C 1.63441 -0.61334 4.19285
C 1.51427 -0.47997 2.65513
C 2.41570 0.68785 2.22726
N 0.18668 -0.23566 2.19586
H 2.26176 -1.97557 6.28748
H 0.68819 -2.74085 6.53037
H 0.84869 -0.96385 6.63438
H 1.38320 0.34849 4.67838
H 2.71595 -0.86861 4.46153
H 1.83265 -1.38133 2.15579
H 2.57837 0.69804 1.13462
H 3.41214 0.72186 2.71938
H 1.90590 1.64538 2.36597
H -0.17999 0.59243 2.64757
H -0.39996 -1.01053 2.47992
C -6.04996 0.45392 -3.65911
O -5.91903 -0.16494 -2.41231
C -4.99138 -1.18909 -2.58380
C -4.93364 -1.99607 -1.28901
C -4.64177 -1.04537 -0.14036
N -3.89580 -3.02870 -1.42022
H -6.51773 1.41481 -3.50487
H -6.58791 -0.08648 -4.39845
H -5.06284 0.60898 -4.06289
H -5.24157 -1.82480 -3.45025
H -4.00992 -0.75649 -2.79369
H -5.92300 -2.40272 -1.19496
H -3.72412 -0.49297 -0.40523
H -4.38753 -1.55033 0.79664
H -5.45650 -0.36910 0.07727
H -4.20724 -3.72282 -2.06383
H -3.70706 -3.59396 -0.58490
C 5.63404 -0.38271 1.07583
O 5.00598 -0.76160 -0.09731
C 3.90162 -1.65746 0.01165
C 3.08277 -1.76221 -1.26775
C 3.95845 -2.42878 -2.35242
N 2.56737 -0.49071 -1.74539
H 4.93377 0.04364 1.74207
H 6.37583 0.39955 0.89407
H 6.14911 -1.24449 1.55779
H 4.26770 -2.68265 0.26738
H 3.25942 -1.31637 0.81422
H 2.25592 -2.39899 -0.84610
H 4.52415 -1.68235 -2.90996
H 3.27658 -2.91301 -3.03256
H 4.64587 -3.22471 -2.00166
H 1.83249 -0.20098 -1.11406
H 3.26801 0.21107 -1.76695
C 0.54094 3.00643 -4.81658
O 0.29187 3.50865 -3.55150
C 1.39824 3.28888 -2.73451
C 1.12732 4.05917 -1.44716
C 2.28942 3.87098 -0.49972
N -0.15740 3.79082 -0.84610
H 1.52791 3.39450 -5.22621
H -0.27727 3.38700 -5.47537
H 0.51092 1.92805 -4.79922
H 1.56419 2.24711 -2.49876
H 2.38072 3.62094 -3.14746
H 1.16501 5.12677 -1.66037
H 2.63449 2.86687 -0.50350
H 2.02098 4.08970 0.49887
H 3.14191 4.50292 -0.86763
H -0.16817 2.79308 -0.57461
H -0.91630 3.82166 -1.51899
C -1.00940 -4.88528 -2.20577
O -0.61634 -5.07864 -0.82713
H -0.21003 -4.95730 -2.97177
H -1.66389 -5.67511 -2.51822
H -1.43616 -3.88095 -2.25599
H -0.30607 -5.97954 -0.68097
C 0.75327 -1.41535 -4.49526
O 1.68546 -0.35183 -4.57625
H 0.52886 -1.66744 -5.47070
H 0.93127 -2.29794 -3.91749
H -0.14443 -1.04094 -4.03934
H 2.09786 -0.34312 -3.71239
C 0.95619 -4.13565 2.08051
O 0.43504 -3.29731 1.06182
H 1.09520 -3.66035 3.06599
H 0.35042 -5.04941 2.25014
H 1.97609 -4.48056 1.80246
H 0.04973 -3.91264 0.40248
C -0.70078 0.45375 -1.45399
O 0.30813 0.50154 -0.51310
H -0.26370 0.79020 -2.36559
H -1.09322 -0.59421 -1.58398
H -1.57659 1.08951 -1.22681
H 0.02890 0.00541 0.26234

Record 2
Density functional theory data (ωB97M-V/def2-TZVPD) for 9 unconnected molecules or ions with the total composition C24H71N5O9 at a distorted geometry.

The value obtained for the HOMO-LUMO gap is 9.05 eV. The largest force on an atom is 0.045 Eh/bohr. For the HOMO energy, the calculation gives -8.71 eV. The total charge is 0. The total energy comes out at -51913.3708 eV. Its structure (SMILES) is COC[C@H](C)N.COC[C@H](C)N.COC[C@H](C)N.COC[C@H](C)N.COC[C@H](C)N.CO.CO.CO.CO.

Positions of all 109 atoms, in Å:
C 1.51572 -4.70587 0.97978
O 0.16475 -4.38448 1.27679
C 0.10583 -3.37328 2.24373
C -1.29767 -2.78082 2.18386
C -2.37480 -3.79385 2.55892
N -1.63392 -2.18271 0.87979
H 1.54195 -5.35280 0.09209
H 2.02941 -5.18365 1.83547
H 2.01013 -3.75277 0.79132
H 0.37146 -3.73526 3.26153
H 0.83641 -2.59185 1.94584
H -1.43903 -1.96668 2.86825
H -3.32533 -3.25513 2.58694
H -2.22386 -4.21323 3.55986
H -2.46745 -4.59964 1.84822
H -1.53580 -2.91406 0.15040
H -0.89365 -1.52766 0.61470
C 4.50299 -0.04556 0.59627
O 4.33849 -1.30435 1.27898
C 3.98229 -1.09471 2.61765
C 3.76868 -2.42079 3.35866
C 3.26729 -2.19442 4.76434
N 5.00044 -3.20661 3.30527
H 4.55741 -0.33268 -0.45306
H 5.42612 0.41902 0.91276
H 3.64583 0.62991 0.72103
H 4.70431 -0.46985 3.18880
H 2.98352 -0.58132 2.71126
H 2.91299 -2.91311 2.83334
H 2.27792 -1.72539 4.65664
H 3.92969 -1.53194 5.33163
H 3.14265 -3.14017 5.29658
H 5.35462 -3.17189 2.36811
H 4.81715 -4.20128 3.45504
C 0.95832 -2.21177 -1.81443
O -0.31571 -2.43302 -2.45293
C -0.23167 -2.68358 -3.85589
C -1.58652 -2.66379 -4.58206
C -1.27891 -3.07674 -6.03984
N -2.14711 -1.31209 -4.61359
H 0.77126 -1.59146 -0.93367
H 1.60904 -1.66027 -2.48601
H 1.44904 -3.13395 -1.46448
H 0.41680 -1.90421 -4.31124
H 0.21892 -3.68208 -4.04291
H -2.30257 -3.34368 -4.09349
H -0.40222 -2.53153 -6.37473
H -2.06603 -2.78795 -6.75740
H -1.05735 -4.13600 -6.20687
H -2.33015 -1.12211 -3.62671
H -1.36404 -0.70158 -4.90224
C -3.93863 2.32293 2.14104
O -3.25700 3.22602 1.24400
C -2.97638 4.39654 1.89622
C -2.32650 5.34140 0.87436
C -1.01787 4.83640 0.39891
N -2.12241 6.67916 1.49567
H -3.20875 1.97791 2.91909
H -4.23645 1.43617 1.56935
H -4.83078 2.70949 2.66784
H -3.93602 4.86568 2.24522
H -2.36522 4.21839 2.80276
H -3.01824 5.44638 0.03145
H -0.56781 5.33573 -0.46190
H -1.17568 3.82515 0.04951
H -0.27478 4.77116 1.18204
H -3.00091 7.13970 1.73137
H -1.66820 7.27836 0.83336
C 1.47811 1.45488 -1.99420
O 1.45618 1.16158 -3.40583
C 0.42735 1.94618 -4.04346
C 0.48872 1.81122 -5.54707
C -0.66157 2.51987 -6.24404
N 0.56320 0.36840 -5.88751
H 2.34927 0.93705 -1.62277
H 0.57034 1.19142 -1.42905
H 1.66778 2.52749 -1.89250
H -0.56349 1.62920 -3.66193
H 0.58517 3.00075 -3.73664
H 1.39418 2.34423 -5.89086
H -1.57792 1.96318 -5.98145
H -0.56999 2.65770 -7.30646
H -0.72913 3.46465 -5.70995
H 0.73520 0.25806 -6.88881
H 1.36892 -0.01370 -5.40440
C -5.05829 -1.29487 -0.14069
O -3.86275 -0.49725 0.06807
H -5.10745 -1.87508 -1.04823
H -5.30766 -1.95506 0.71812
H -5.82355 -0.51781 -0.22244
H -3.08438 -1.07021 0.27551
C 0.15487 1.22464 4.80247
O 0.39502 -0.07357 4.24982
H 0.77680 1.90544 4.24040
H -0.88609 1.55795 4.69594
H 0.43248 1.25613 5.86332
H -0.23015 -0.73594 4.61846
C 2.36826 3.36380 1.41629
O 3.54832 3.12761 0.60476
H 2.18547 4.43812 1.53179
H 1.54514 3.01135 0.78850
H 2.32462 2.85913 2.40892
H 4.31457 3.54471 0.99416
C -0.93689 1.08300 1.36899
O 0.23740 0.25961 1.39667
H -0.99752 1.92107 2.06881
H -1.05895 1.44273 0.33270
H -1.78050 0.45604 1.60220
H 0.45291 0.11437 2.32979

> Among the records above, which one has the lowest HOMO energy?

number 1

> total charge of number 1 (C24H71N5O9)?

0